{
  "formula": "C26H26BrIrN8O2P",
  "method": "ωB97M-V/def2-TZVPD",
  "relative_energy_kcal_mol": 23.13,
  "charge": 3,
  "fmax_ev_per_a": 2.15,
  "energy_ha": -4613.720622,
  "species": ["C", "H", "C", "H", "C", "H", "N", "H", "N", "H", "Br", "C", "C", "H", "C", "N", "C", "H", "C", "H", "C", "C", "H", "H", "H", "C", "H", "C", "C", "N", "N", "C", "H", "C", "C", "C", "P", "H", "H", "Ir", "N", "C", "H", "C", "H", "C", "C", "H", "H", "O", "H", "H", "O", "C", "C", "C", "C", "N", "H", "H", "H", "H", "H", "N", "C"],
  "xyz": [[4.28395, -0.28380, -1.31685], [-0.97448, 2.05455, 2.57413], [-0.80935, 1.11706, -2.62633], [-3.90224, -0.03598, -4.74054], [2.93169, -0.38490, -1.08830], [-3.00265, -5.37148, -0.16250], [-2.13029, -3.49284, 0.10078], [-4.83472, 0.15612, -3.25097], [-0.84364, -1.76961, 0.41599], [-3.59862, -4.12655, -1.27413], [6.67600, -0.90459, -2.70557], [-1.81848, 1.54103, 2.14713], [1.10913, -5.23028, -6.26244], [3.22659, -3.70657, -4.98396], [-3.28740, -4.32801, -0.25235], [2.27002, -3.61418, -4.67971], [1.18628, -4.30558, -5.22959], [2.34728, 1.58348, 1.50027], [2.08204, -1.19326, -1.83775], [-5.71587, 0.84505, 0.74160], [0.06782, -3.89471, -4.51967], [-2.37305, -0.15203, -1.75404], [0.09193, 1.70608, -2.66971], [3.79412, 0.57021, 1.29035], [1.98442, -5.54792, -6.81296], [1.84882, -2.82259, -3.68972], [3.49784, 1.95220, 0.19296], [-0.94939, -3.95601, 0.62469], [-2.93080, 0.20065, 0.82424], [-1.21371, 0.44980, -1.49895], [-1.70481, 0.65656, 1.10999], [-1.76390, 0.91768, -3.57582], [-4.06291, -1.39820, -3.61785], [4.04192, -1.84644, -3.11720], [-5.26875, 0.55458, 1.68925], [-3.13544, 1.61985, 2.49281], [-3.34677, -1.00042, -0.48688], [-5.48511, -0.49140, 1.89252], [0.02055, -2.45950, -2.86635], [-0.08726, -0.00901, 0.02970], [0.52733, -2.97468, -3.57432], [4.84000, -1.02789, -2.35458], [4.92426, 0.35161, -0.72174], [-2.03672, -2.15955, -0.02608], [-0.77720, -4.99928, 0.83177], [-0.14728, -5.72467, -6.54997], [-0.14296, -2.87708, 0.81919], [0.84716, -2.82558, 1.24115], [-1.82751, 1.28670, -4.58604], [2.24929, 0.29622, -0.09465], [-5.69641, 1.16188, 2.48029], [-0.26216, -6.44830, -7.34480], [0.77744, -1.21033, -1.53858], [3.03683, 1.15949, 0.77806], [-1.28184, -5.31106, -5.83435], [2.66449, -1.94430, -2.87081], [-3.96205, -0.31862, -3.69434], [-3.81650, 0.77929, 1.65977], [4.50655, -2.40990, -3.91542], [-4.11789, -4.13048, 0.42203], [-2.24469, -5.72795, -6.09686], [-2.07680, -4.07561, -4.26224], [-3.62740, 2.20175, 3.25443], [-2.73634, 0.12732, -3.01601], [-1.19674, -4.39055, -4.80877]],
  "atomic_forces_ev_per_a": [[-0.0028, 0.0835, 0.0973], [0.0064, -0.0181, -0.0242], [0.0381, 0.0323, 0.0777], [0.0463, -0.0005, -0.0022], [0.0345, 0.1128, 0.1353], [0.0454, 0.0063, -0.0063], [0.1393, -0.1032, -0.0020], [0.0312, 0.0521, 0.0074], [-0.2205, -0.2410, -0.3813], [0.0556, -0.0050, -0.0235], [0.0309, 0.0081, 0.0103], [-0.0907, -0.0505, -0.0351], [0.0255, -0.0153, -0.0223], [-0.0017, 0.0159, 0.0166], [-0.1187, 0.0435, 0.0841], [-0.0344, -0.0726, -0.0813], [0.1559, 0.0378, 0.0087], [-0.0345, -0.0129, -0.0131], [-0.3588, -0.1273, -0.0716], [0.0297, 0.0431, -0.0081], [-0.0362, 0.0668, 0.0863], [-0.2652, 0.2972, -0.2804], [0.0456, -0.1035, -0.0412], [0.0008, -0.0255, 0.0037], [-0.0180, -0.0028, -0.0001], [0.0509, -0.0328, -0.0482], [-0.0027, 0.0066, -0.0236], [-0.0933, 0.0048, 0.0833], [-0.1182, 0.0662, 0.0912], [-0.2052, -0.3583, -0.2700], [0.6860, 0.6813, 0.6747], [-0.0972, 0.0607, 0.0397], [0.0582, -0.0120, -0.0200], [-0.0788, -0.0592, -0.0421], [-0.0401, -0.0403, -0.0473], [-0.0557, -0.0139, -0.0117], [-0.2393, 0.1008, 0.1556], [0.0375, -0.0080, 0.0360], [0.0037, 0.0081, 0.0092], [-0.0129, -1.4077, -1.6221], [-0.0851, -0.0288, -0.0136], [0.0378, -0.0208, -0.0323], [-0.0255, 0.0011, -0.0010], [-0.1655, -0.3651, 0.2969], [-0.0415, 0.0150, -0.0062], [0.0177, 0.0174, 0.0184], [0.0357, 0.0814, 0.0379], [0.0294, -0.0174, -0.1150], [-0.0393, -0.0130, 0.0185], [0.0931, 0.8392, 0.9342], [0.0341, 0.0195, 0.0158], [0.0022, 0.0040, 0.0009], [0.7014, 0.4352, 0.3997], [0.0910, -0.0493, -0.0859], [-0.0067, -0.0191, -0.0119], [-0.0222, -0.0432, -0.0604], [-0.1176, 0.0497, 0.0755], [-0.0129, 0.0249, 0.0435], [-0.0197, 0.0057, 0.0136], [0.0385, 0.0069, 0.0466], [0.0110, 0.0106, 0.0045], [0.0197, -0.0089, -0.0119], [-0.0202, -0.0278, -0.0219], [0.1094, 0.0453, -0.1206], [-0.0612, 0.0202, 0.0353]],
  "nbo_charge": [-0.267, 0.253, -0.045, 0.256, 0.277, 0.256, -0.281, 0.243, -0.383, 0.226, 0.171, -0.051, -0.190, 0.452, -0.415, -0.468, 0.101, 0.207, 0.289, 0.234, 0.152, 0.078, 0.259, 0.218, 0.252, 0.466, 0.217, -0.023, 0.059, -0.387, -0.473, -0.033, 0.226, -0.199, -0.417, -0.018, 0.854, 0.234, 0.454, 1.344, -0.500, -0.089, 0.261, 0.077, 0.270, -0.170, -0.057, 0.261, 0.271, -0.596, 0.258, 0.254, -0.804, -0.254, -0.174, -0.125, -0.415, -0.280, 0.233, 0.244, 0.245, 0.211, 0.268, -0.279, -0.240]
}